(1)
This record from the OMol25 dataset describes a cluster of 2 separate species, CH4O in total at a distorted geometry. The level of theory is the ωB97M-V functional and the def2-TZVPD basis.

**Lowest unoccupied orbital energy (alpha / beta)**: -0.78 / -0.97 eV
**Highest occupied orbital energy (alpha / beta)**: -0.385 / -0.373 Ha
**Frontier orbital gap (alpha / beta)**: 9.70 / 9.19 eV
**Largest force on an atom**: 0.0800 hartree/bohr

Geometry (Å):
C1 -0.26 0.01 0.38
O1 0.76 0.53 -0.38
H1 -1.13 -0.08 -0.19
H2 -0.63 0.81 0.92
H3 0.12 -0.82 1.00
H4 1.14 -0.45 -1.72

***

(2)
This record from the OMol25 dataset describes a structure of composition C46H43N5O8PSV at a distorted geometry. The level of theory is the ωB97M-V functional and the def2-TZVPD basis.

**Expectation value of S²**: 2.03
**Lowest unoccupied orbital energy (alpha / beta)**: -1.06 / -0.69 eV
**Highest occupied orbital energy (alpha / beta)**: -0.259 / -0.259 Ha
**Frontier orbital gap (alpha / beta)**: 5.98 / 6.36 eV
**Largest force on an atom**: 0.0515 hartree/bohr
**Multiplicity**: 3

Geometry (Å):
V1 -1.65 -0.18 -1.25
N1 -0.49 3.71 -0.39
C1 -1.23 2.57 -0.49
O1 -0.60 1.50 -0.60
C2 -2.70 2.52 -0.42
C3 -3.08 1.41 -1.43
H1 0.48 3.58 -0.62
H2 -0.95 4.61 -0.26
H3 -3.13 3.51 -0.70
H4 -2.98 2.23 0.58
H5 -3.05 1.81 -2.46
H6 -4.11 1.05 -1.28
O2 0.01 -0.83 0.14
C4 0.78 -1.94 -0.40
C5 -0.08 -2.50 -1.58
O3 0.47 -3.21 -2.40
O4 -1.35 -2.15 -1.59
C6 0.82 -3.06 0.61
C7 0.77 -2.64 1.94
C8 0.87 -3.52 2.97
C9 1.00 -4.89 2.66
C10 1.03 -5.34 1.36
C11 0.95 -4.41 0.30
C12 2.14 -1.46 -0.87
C13 3.30 -2.11 -0.49
C14 4.49 -1.70 -1.05
C15 4.56 -0.60 -1.86
C16 3.41 0.16 -2.08
C17 2.20 -0.28 -1.63
H7 0.56 -0.04 0.17
H8 0.53 -1.61 2.14
H9 0.80 -3.09 3.95
H10 1.13 -5.61 3.48
H11 1.16 -6.39 1.16
H12 1.01 -4.76 -0.74
H13 3.35 -3.02 0.12
H14 5.38 -2.22 -0.86
H15 5.50 -0.34 -2.34
H16 3.48 1.06 -2.66
H17 1.32 0.29 -1.90
C18 -4.24 -1.24 2.22
C19 -3.23 -1.45 1.12
N2 -2.85 -2.67 0.82
O5 -2.87 -0.48 0.41
H18 -4.09 -1.97 2.99
H19 -5.21 -1.47 1.74
H20 -4.15 -0.23 2.60
H21 -3.08 -3.40 1.45
H22 -2.20 -2.78 0.05
O6 0.85 4.15 -8.98
S1 0.57 3.29 -10.09
O7 1.76 2.66 -10.63
O8 -0.44 3.65 -11.06
C20 -0.27 1.76 -9.37
N3 -0.78 0.93 -10.27
C21 -1.33 -0.19 -9.85
C22 -1.30 -0.57 -8.48
C23 -0.80 0.36 -7.63
N4 -0.31 1.54 -8.06
C24 -0.94 0.31 -6.18
C25 -1.49 -0.84 -5.57
C26 -1.60 -0.86 -4.19
N5 -1.20 0.13 -3.38
C27 -0.72 1.24 -3.99
C28 -0.50 1.36 -5.37
H23 -1.71 -0.84 -10.62
H24 -1.76 -1.50 -8.17
H25 -1.90 -1.67 -6.12
H26 -1.96 -1.71 -3.64
H27 -0.44 2.03 -3.32
H28 -0.05 2.23 -5.79
C29 3.87 -1.65 4.15
C30 3.80 -0.92 2.99
C31 2.76 -0.03 2.74
C32 1.77 0.12 3.72
C33 1.88 -0.56 4.94
C34 2.91 -1.46 5.13
P1 0.40 1.28 3.26
C35 -0.93 0.58 4.32
C36 -1.13 -0.82 4.38
C37 -2.19 -1.39 5.02
C38 -3.15 -0.62 5.66
C39 -2.97 0.76 5.64
C40 -1.86 1.35 4.99
C41 0.91 2.77 4.23
C42 0.99 2.82 5.63
C43 1.24 4.02 6.29
C44 1.42 5.17 5.56
C45 1.31 5.17 4.19
C46 1.01 3.98 3.52
H29 4.65 -2.40 4.25
H30 4.53 -1.13 2.25
H31 2.74 0.55 1.83
H32 1.07 -0.48 5.68
H33 3.02 -1.95 6.08
H34 -0.43 -1.48 3.92
H35 -2.32 -2.47 4.94
H36 -4.03 -1.07 6.06
H37 -3.67 1.42 6.15
H38 -1.78 2.44 4.91
H39 0.93 1.90 6.18
H40 1.25 4.09 7.37
H41 1.75 6.06 6.10
H42 1.43 6.09 3.64
H43 0.97 3.98 2.43

***

(3)
This record from the OMol25 dataset describes the molecule C18H27N3O4S. The level of theory is the ωB97M-V functional and the def2-TZVPD basis.

**Lowest unoccupied orbital energy**: 0.36 eV
**Highest occupied orbital energy**: -0.338 Ha
**Frontier orbital gap**: 9.55 eV
**Structure (SMILES)**: COc1ccc(S(=O)(=O)N2CCN(CC(=O)NC3CCCC3)CC2)cc1
**Largest force on an atom**: 0.0185 hartree/bohr

Geometry (Å):
C1 -4.89 -3.58 -1.25
O1 -4.28 -3.10 -0.07
C2 -3.99 -1.78 0.02
C3 -4.19 -0.84 -0.99
C4 -3.85 0.48 -0.77
C5 -3.31 0.87 0.43
S1 -2.81 2.57 0.67
O2 -2.85 2.89 2.06
O3 -3.51 3.39 -0.27
N1 -1.20 2.60 0.22
C6 -0.27 1.92 1.09
C7 1.14 2.40 0.76
N2 1.43 2.11 -0.64
C8 2.82 2.41 -0.95
C9 3.76 1.39 -0.32
O4 4.89 1.66 0.03
N3 3.22 0.16 -0.24
C10 3.86 -0.98 0.37
C11 3.83 -2.20 -0.56
C12 2.67 -3.05 -0.05
C13 2.78 -2.90 1.46
C14 3.13 -1.42 1.66
C15 0.50 2.83 -1.49
C16 -0.93 2.36 -1.18
C17 -3.10 -0.05 1.45
C18 -3.43 -1.37 1.24
H1 -5.06 -4.64 -1.08
H2 -5.85 -3.09 -1.44
H3 -4.24 -3.45 -2.12
H4 -4.63 -1.13 -1.93
H5 -4.01 1.23 -1.53
H6 -0.55 2.18 2.11
H7 -0.33 0.83 0.95
H8 1.86 1.89 1.39
H9 1.20 3.49 0.97
H10 2.95 2.35 -2.04
H11 3.13 3.42 -0.63
H12 2.25 0.07 -0.52
H13 4.88 -0.65 0.58
H14 3.73 -1.90 -1.60
H15 4.76 -2.76 -0.46
H16 2.73 -4.08 -0.38
H17 1.72 -2.63 -0.40
H18 3.59 -3.52 1.83
H19 1.87 -3.18 1.98
H20 2.21 -0.83 1.76
H21 3.73 -1.25 2.55
H22 0.73 2.60 -2.53
H23 0.56 3.92 -1.34
H24 -1.66 2.93 -1.75
H25 -1.02 1.29 -1.42
H26 -2.69 0.29 2.39
H27 -3.29 -2.12 2.01

***

(4)
This record from the OMol25 dataset describes a structure of composition C30H22Br2ILiN5O3. The level of theory is the ωB97M-V functional and the def2-TZVPD basis.

**Lowest unoccupied orbital energy**: 2.19 eV
**Highest occupied orbital energy**: -0.167 Ha
**Frontier orbital gap**: 6.74 eV
**Charge**: -1
**Largest force on an atom**: 0.0117 hartree/bohr

Geometry (Å):
Li1 0.13 0.14 0.78
C1 -3.68 0.00 2.83
C2 -2.86 -1.26 2.81
N1 -3.43 -2.39 3.14
C3 -2.70 -3.53 3.10
C4 -1.40 -3.58 2.69
C5 -0.69 -4.90 2.68
O1 -0.69 -5.55 1.41
C6 -0.76 -2.37 2.29
C7 0.56 -2.45 1.69
N2 1.37 -1.49 1.43
C8 2.63 -1.80 0.88
C9 3.22 -3.07 0.97
C10 4.46 -3.34 0.41
C11 5.18 -2.34 -0.23
C12 4.64 -1.07 -0.29
C13 3.40 -0.80 0.28
I1 2.72 1.18 0.23
C14 -1.48 -1.15 2.39
O2 -1.00 0.01 2.15
H1 -4.63 -0.19 3.31
H2 -3.86 0.34 1.80
H3 -3.14 0.80 3.34
H4 -3.20 -4.44 3.44
H5 -1.18 -5.58 3.37
H6 0.34 -4.79 3.03
H7 -0.70 -4.86 0.73
H8 0.86 -3.47 1.43
H9 2.71 -3.86 1.49
H10 4.87 -4.34 0.50
H11 6.15 -2.55 -0.67
H12 5.19 -0.26 -0.76
C15 1.02 3.96 -1.98
C16 0.55 2.78 -2.79
C17 0.54 2.83 -4.20
C18 0.10 1.74 -4.90
C19 -0.33 0.58 -4.22
C20 -0.79 -0.59 -4.85
Br1 -0.92 -0.69 -6.76
C21 -1.18 -1.68 -4.12
C22 -1.10 -1.65 -2.72
Br2 -1.73 -3.17 -1.77
C23 -0.64 -0.55 -1.98
O3 -0.55 -0.52 -0.72
C24 -0.27 0.62 -2.80
N3 0.16 1.72 -2.12
H13 1.51 4.71 -2.61
H14 1.72 3.63 -1.21
H15 0.18 4.44 -1.48
H16 0.88 3.72 -4.71
H17 0.08 1.76 -5.98
H18 -1.55 -2.56 -4.61
N4 0.88 7.23 2.04
C25 0.33 6.26 1.77
C26 -0.35 5.04 1.41
C27 -1.68 5.05 1.00
C28 -2.28 3.85 0.67
C29 -1.54 2.69 0.76
N5 -0.26 2.67 1.15
C30 0.32 3.81 1.48
H19 -2.22 5.99 0.94
H20 -3.31 3.82 0.34
H21 -1.97 1.72 0.52
H22 1.35 3.77 1.80

***

(5)
This record from the OMol25 dataset describes a cluster of 2 separate species, C32H31BF6O2S in total at a distorted geometry. The level of theory is the ωB97M-V functional and the def2-TZVPD basis.

**Lowest unoccupied orbital energy**: -4.16 eV
**Highest occupied orbital energy**: -0.234 Ha
**Frontier orbital gap**: 2.22 eV
**Largest force on an atom**: 0.0583 hartree/bohr

Geometry (Å):
C1 -2.18 -7.27 -0.17
C2 -1.28 -6.12 -0.39
C3 0.09 -6.10 -0.32
C4 0.65 -4.77 -0.37
C5 -0.33 -3.81 -0.45
B1 -0.14 -2.20 -0.42
C6 -0.56 -1.51 1.06
C7 0.41 -1.00 1.90
C8 0.05 -0.38 3.10
C9 -1.30 -0.29 3.44
C10 -1.71 0.36 4.74
F1 -2.62 1.36 4.54
F2 -2.31 -0.55 5.59
F3 -0.67 0.91 5.42
C11 -2.28 -0.78 2.59
C12 -1.90 -1.39 1.39
O1 1.26 -2.00 -0.67
C13 1.31 -1.20 -1.83
C14 1.40 0.26 -1.42
C15 2.53 -1.58 -2.64
C16 -0.12 -1.50 -2.56
C17 -0.69 -0.36 -3.39
C18 -0.05 -2.76 -3.40
O2 -0.99 -1.69 -1.45
S1 -1.89 -4.52 -0.71
H1 -1.61 -8.20 -0.16
H2 -2.69 -7.18 0.80
H3 -2.94 -7.31 -0.97
H4 0.67 -7.00 -0.16
H5 1.71 -4.59 -0.28
H6 1.47 -1.09 1.64
H7 0.81 0.01 3.76
H8 -3.33 -0.69 2.86
H9 -2.66 -1.77 0.71
H10 1.60 0.89 -2.29
H11 0.48 0.60 -0.93
H12 2.22 0.37 -0.70
H13 2.58 -0.95 -3.54
H14 3.43 -1.41 -2.04
H15 2.49 -2.63 -2.96
H16 -0.01 -0.10 -4.21
H17 -1.64 -0.69 -3.82
H18 -0.88 0.53 -2.77
H19 0.55 -2.58 -4.30
H20 0.35 -3.61 -2.83
H21 -1.06 -3.03 -3.73
F4 -3.25 4.20 3.71
C19 -3.57 4.69 2.46
F5 -4.73 4.08 2.09
F6 -3.85 6.03 2.63
C20 -2.46 4.48 1.48
C21 -2.71 3.95 0.21
C22 -1.66 3.70 -0.66
C23 -0.30 3.90 -0.24
C24 0.77 3.44 -1.04
C25 2.11 3.26 -0.56
C26 3.18 3.40 -1.49
C27 4.46 2.99 -1.14
C28 4.70 2.44 0.14
C29 3.66 2.37 1.09
C30 2.38 2.81 0.76
C31 -0.10 4.56 1.02
C32 -1.17 4.84 1.86
H22 -3.73 3.74 -0.09
H23 -1.84 3.30 -1.66
H24 0.58 3.28 -2.10
H25 2.98 3.85 -2.46
H26 5.28 3.10 -1.85
H27 5.69 2.06 0.39
H28 3.86 1.98 2.09
H29 1.58 2.79 1.51
H30 0.91 4.81 1.35
H31 -1.00 5.31 2.82

***

(6)
This record from the OMol25 dataset describes the molecule C4H7NO. The level of theory is the ωB97M-V functional and the def2-TZVPD basis.

**Lowest unoccupied orbital energy**: 1.13 eV
**Highest occupied orbital energy**: -0.345 Ha
**Frontier orbital gap**: 10.52 eV
**Structure (SMILES)**: O/C=N/C1CC1
**Largest force on an atom**: 0.0078 hartree/bohr

Geometry (Å):
O1 -2.65 -1.08 0.91
C1 -1.59 -0.74 0.17
N1 -0.46 -0.72 0.74
C2 0.74 -0.37 0.06
C3 1.29 1.01 0.27
C4 0.80 0.59 -1.10
H1 -2.24 -1.24 1.77
H2 -1.85 -0.51 -0.87
H3 1.45 -1.18 0.08
H4 0.68 1.70 0.83
H5 2.36 1.11 0.44
H6 1.52 0.38 -1.88
H7 -0.13 1.04 -1.45

***

(7)
This record from the OMol25 dataset describes a structure of composition C4H6OS at a distorted geometry. The level of theory is the ωB97M-V functional and the def2-TZVPD basis.

**Lowest unoccupied orbital energy**: 0.74 eV
**Highest occupied orbital energy**: -0.320 Ha
**Frontier orbital gap**: 9.44 eV
**Largest force on an atom**: 0.1060 hartree/bohr

Geometry (Å):
C1 -1.31 -0.22 0.04
C2 -2.41 -0.87 -0.11
C3 1.26 -0.25 -0.24
C4 0.90 1.17 0.12
O1 0.27 -1.06 0.42
S1 -0.93 1.43 -0.14
H1 -3.23 -0.21 -0.13
H2 -2.34 -2.00 -0.05
H3 1.12 -0.61 -1.29
H4 2.20 -0.44 0.33
H5 0.99 1.31 1.16
H6 1.44 1.88 -0.55

***

(8)
This record from the OMol25 dataset describes the molecule C5H9NS at a distorted geometry. The level of theory is the ωB97M-V functional and the def2-TZVPD basis.

**Lowest unoccupied orbital energy (alpha / beta)**: 0.67 / 0.84 eV
**Highest occupied orbital energy (alpha / beta)**: -0.219 / -0.226 Ha
**Frontier orbital gap (alpha / beta)**: 6.63 / 7.00 eV
**Largest force on an atom**: 0.0729 hartree/bohr

Geometry (Å):
C1 1.55 -0.93 -0.40
C2 0.28 -1.59 -0.05
C3 -0.29 -0.56 0.78
C4 2.56 1.33 -0.16
C5 -2.24 0.18 -0.92
N1 2.37 -0.05 -0.40
S1 -1.11 0.83 0.32
H1 -0.27 -1.68 -0.96
H2 0.48 -2.51 0.48
H3 -0.19 -0.59 1.80
H4 3.54 1.58 -0.23
H5 2.18 1.54 0.87
H6 2.02 1.94 -0.81
H7 -1.65 -0.54 -1.47
H8 -2.72 0.82 -1.56
H9 -2.83 -0.44 -0.30

***

(9)
This record from the OMol25 dataset describes the molecule C3H5PS at a distorted geometry. The level of theory is the ωB97M-V functional and the def2-TZVPD basis.

**Lowest unoccupied orbital energy (alpha / beta)**: -0.82 / -0.83 eV
**Highest occupied orbital energy (alpha / beta)**: -0.298 / -0.299 Ha
**Frontier orbital gap (alpha / beta)**: 7.30 / 7.29 eV
**Largest force on an atom**: 0.0647 hartree/bohr

Geometry (Å):
C1 2.15 -0.61 0.20
C2 -0.32 0.24 -0.04
C3 -1.80 0.36 -0.16
P1 0.68 1.62 0.11
S1 0.49 -1.29 -0.08
H1 2.82 -0.76 -0.62
H2 2.51 -0.77 1.21
H3 -2.09 0.40 -1.22
H4 -2.31 -0.48 0.30
H5 -2.13 1.29 0.30

***

(10)
This record from the OMol25 dataset describes the molecule C22H31N3OS. The level of theory is the ωB97M-V functional and the def2-TZVPD basis.

**Lowest unoccupied orbital energy**: 0.64 eV
**Highest occupied orbital energy**: -0.277 Ha
**Frontier orbital gap**: 8.19 eV
**Structure (SMILES)**: OCC1(CCc2ccccc2)CCN(Cc2cnc(N3CCCC3)s2)CC1
**Largest force on an atom**: 0.0182 hartree/bohr

Geometry (Å):
O1 -4.88 -2.32 -0.31
C1 -3.67 -1.73 -0.71
C2 -2.79 -1.23 0.45
C3 -3.65 -0.46 1.48
C4 -4.62 0.59 0.93
C5 -3.96 1.76 0.25
C6 -4.20 2.04 -1.09
C7 -3.60 3.12 -1.71
C8 -2.74 3.94 -0.99
C9 -2.51 3.69 0.35
C10 -3.12 2.61 0.97
C11 -1.65 -0.35 -0.08
C12 -0.59 -1.14 -0.84
N1 -0.03 -2.17 0.01
C13 1.12 -2.82 -0.60
C14 2.25 -1.87 -0.75
C15 2.93 -1.50 -1.87
N2 3.93 -0.59 -1.71
C16 4.05 -0.24 -0.47
N3 4.93 0.65 -0.01
C17 5.12 0.94 1.39
C18 6.25 1.97 1.40
C19 7.06 1.60 0.16
C20 5.98 1.21 -0.84
S1 2.91 -1.02 0.64
C21 -1.06 -3.12 0.39
C22 -2.14 -2.41 1.20
H1 -4.67 -3.08 0.25
H2 -3.10 -2.42 -1.34
H3 -3.96 -0.88 -1.34
H4 -4.25 -1.19 2.03
H5 -2.97 0.02 2.19
H6 -5.20 0.97 1.78
H7 -5.32 0.11 0.25
H8 -4.88 1.41 -1.65
H9 -3.80 3.33 -2.75
H10 -2.27 4.79 -1.47
H11 -1.85 4.33 0.92
H12 -2.94 2.42 2.01
H13 -1.16 0.14 0.76
H14 -2.04 0.43 -0.74
H15 0.21 -0.47 -1.14
H16 -1.02 -1.58 -1.77
H17 1.42 -3.64 0.06
H18 0.89 -3.25 -1.59
H19 2.73 -1.87 -2.85
H20 5.41 0.02 1.93
H21 4.19 1.31 1.84
H22 5.83 2.97 1.29
H23 6.83 1.93 2.32
H24 7.70 0.74 0.37
H25 7.68 2.42 -0.20
H26 5.60 2.09 -1.38
H27 6.30 0.47 -1.58
H28 -0.60 -3.89 1.02
H29 -1.49 -3.62 -0.49
H30 -2.90 -3.14 1.50
H31 -1.68 -2.02 2.11

***

(11)
This record from the OMol25 dataset describes a structure of composition C26H40EuN3O2Si3 at a distorted geometry. The level of theory is the ωB97M-V functional and the def2-TZVPD basis.

**Expectation value of S²**: 15.76
**Lowest unoccupied orbital energy (alpha / beta)**: 2.61 / 2.61 eV
**Highest occupied orbital energy (alpha / beta)**: -0.096 / -0.152 Ha
**Frontier orbital gap (alpha / beta)**: 5.22 / 6.75 eV
**Charge**: -1
**Largest force on an atom**: 0.0319 hartree/bohr
**Multiplicity**: 8

Geometry (Å):
Eu1 0.51 0.54 0.46
C1 2.10 1.32 4.58
C2 2.23 1.19 3.07
O1 1.17 1.42 2.40
C3 3.47 0.86 2.54
C4 3.79 0.74 1.13
C5 5.24 0.79 0.73
N1 2.86 0.62 0.24
N2 3.27 0.62 -1.10
C6 2.27 0.92 -1.89
O2 1.06 1.23 -1.56
C7 2.59 0.89 -3.36
C8 3.90 0.76 -3.82
C9 4.17 0.73 -5.18
C10 3.13 0.83 -6.11
C11 1.83 0.96 -5.65
C12 1.56 1.00 -4.29
H1 1.05 1.26 4.85
H2 2.48 2.30 4.90
H3 2.66 0.55 5.11
H4 4.29 0.76 3.24
H5 5.89 0.76 1.61
H6 5.45 1.70 0.16
H7 5.48 -0.04 0.06
H8 4.69 0.67 -3.09
H9 5.19 0.63 -5.53
H10 3.34 0.81 -7.17
H11 1.01 1.04 -6.36
H12 0.55 1.11 -3.91
C13 0.25 -1.78 2.97
Si1 -1.46 -1.37 2.26
C14 -2.01 0.15 3.21
C15 -2.58 -2.76 2.84
C16 -1.45 -1.10 0.48
Si2 -0.98 -2.49 -0.55
C17 -2.38 -3.72 -0.84
C18 -0.27 -2.08 -2.22
C19 0.38 -3.53 0.23
Si3 -2.74 -0.04 -0.14
C20 -2.87 0.05 -2.01
C21 -4.48 -0.43 0.45
C22 -2.51 1.86 0.23
C23 -3.57 2.77 0.17
C24 -3.32 4.13 0.28
C25 -2.02 4.58 0.44
C26 -1.02 3.63 0.51
N3 -1.25 2.33 0.40
H13 0.34 -1.37 3.98
H14 1.09 -1.38 2.39
H15 0.40 -2.86 3.02
H16 -1.98 -0.06 4.28
H17 -3.04 0.44 2.95
H18 -1.35 0.99 3.02
H19 -2.60 -2.83 3.93
H20 -2.24 -3.73 2.44
H21 -3.61 -2.60 2.48
H22 -3.19 -3.24 -1.40
H23 -2.79 -4.04 0.12
H24 -2.06 -4.61 -1.40
H25 -0.95 -1.56 -2.89
H26 0.04 -3.02 -2.71
H27 0.63 -1.45 -2.13
H28 0.06 -4.06 1.13
H29 1.25 -2.92 0.50
H30 0.72 -4.27 -0.50
H31 -3.07 -0.92 -2.47
H32 -1.93 0.43 -2.42
H33 -3.67 0.74 -2.28
H34 -4.69 -1.48 0.23
H35 -5.24 0.18 -0.04
H36 -4.57 -0.29 1.53
H37 -4.58 2.41 0.04
H38 -4.14 4.84 0.23
H39 -1.79 5.63 0.53
H40 0.02 3.91 0.66

***

(12)
This record from the OMol25 dataset describes the molecule C5H6OS at a distorted geometry. The level of theory is the ωB97M-V functional and the def2-TZVPD basis.

**Lowest unoccupied orbital energy**: -1.11 eV
**Highest occupied orbital energy**: -0.312 Ha
**Frontier orbital gap**: 7.38 eV
**Structure (SMILES)**: C/C=C(/C=O)C=S
**Largest force on an atom**: 0.0413 hartree/bohr

Geometry (Å):
C1 -1.70 -0.86 -0.01
C2 -0.78 0.30 -0.09
C3 0.59 0.35 -0.10
C4 1.14 1.70 -0.02
O1 2.32 2.02 -0.01
C5 1.40 -0.86 -0.01
S1 3.04 -1.11 -0.03
H1 -1.86 -1.16 1.02
H2 -1.28 -1.76 -0.51
H3 -2.70 -0.61 -0.40
H4 -1.26 1.26 0.06
H5 0.33 2.45 0.01
H6 0.75 -1.72 0.08